Density functional theory data (wB97M-V/def2-TZVPD) for one molecule with the formula C4H7NO.

Summary:
Molar mass: 85.106 g mol⁻¹
LUMO: 1.27 eV
Relative energy (zero: lowest compared OMol25 entry of this formula, charge and spin): 100.17 kcal per mole
Total charge: 0
F_max: 3.91 eV Å⁻¹
Frontier orbital gap: 10.93 eV

Element x y z (Å)
C: -1.02 -0.62 -2.35
C: 0.36 -0.28 0.79
C: 0.12 0.54 1.98
C: 1.37 0.72 1.22
H: -2.20 -0.57 -2.27
H: -0.54 -0.79 -3.33
H: 0.51 -1.40 0.97
H: -0.59 1.29 1.87
H: -0.02 -0.04 2.97
H: 2.36 0.40 1.58
H: 1.35 1.63 0.59
N: -0.10 -0.37 -1.50
O: -0.64 -0.01 -0.22